Record 1
Density functional theory data (ωB97M-V with the def2-TZVPD basis set) for one molecule with the formula C5H9N3 in a non-equilibrium geometry.

Positions of all 17 atoms, in Å:
H 2.072 0.695 0.263
C -0.194 0.617 0.018
C 0.998 -0.441 -0.128
C -0.906 -0.079 1.195
H -0.217 -0.422 1.975
H -1.825 0.606 1.542
H 0.570 -2.413 -0.210
C -1.481 0.364 -0.847
H -1.422 0.346 -2.087
C -1.244 -0.890 0.055
N 0.271 -1.468 -0.360
N 2.258 -0.319 0.003
N 0.528 1.805 0.060
H -1.933 -1.922 0.164
H -2.312 1.125 -0.664
H 0.931 1.889 -0.803
H -0.304 2.532 0.146

Results
Energy above the lowest of the compared OMol25 structures with the same formula, charge and spin   116.0 kcal per mole
Kohn-Sham gap   9.610 eV
Highest occupied orbital energy   -0.325 Eh
Electronic energy   -360.01240 a.u.

=====

Record 2
Density functional theory data (ωB97M-V with the def2-TZVPD basis set) for C12H17AlF6N2O5S3 as an isolated structure.

Positions of all 46 atoms, in Å:
H 0.284 -1.990 1.374
H 1.059 -2.600 2.793
H 0.933 -1.481 4.854
C 2.372 -1.422 1.583
H 0.297 3.811 2.120
H 3.269 -0.247 -0.032
C -0.973 1.312 3.126
H 0.415 4.146 -1.863
F -3.727 -1.428 -5.228
H 0.290 2.429 -2.299
C -4.144 -0.445 0.140
O -3.159 -1.896 -2.299
O -2.071 1.406 0.106
C -0.259 0.283 5.137
O -1.178 -1.132 -3.608
C -3.580 -0.369 -4.460
O 1.194 -0.180 -0.192
F -5.072 -0.378 -0.768
N -2.454 0.517 -2.158
F -3.941 -1.655 0.581
H 0.313 4.962 0.774
O -1.390 -0.766 -0.184
H 2.423 0.721 1.171
H 3.091 -1.221 2.381
H 1.146 -0.907 -0.831
N -0.302 0.400 2.380
S -2.476 -0.895 -3.071
F -4.367 0.394 1.126
S -2.486 0.169 -0.671
C 0.365 -0.615 2.998
H -1.536 2.027 5.048
C 0.983 -1.713 2.168
C -0.977 1.285 4.497
C -0.009 3.186 -1.575
H -1.092 3.233 -1.499
S 0.713 2.752 0.026
F -4.742 0.025 -3.970
C 0.401 -0.669 4.378
H 2.718 -2.322 1.076
C -0.044 3.988 1.102
C 2.423 -0.235 0.649
F -3.004 0.622 -5.116
H -1.529 2.064 2.581
H -0.234 0.231 6.217
Al -0.346 0.665 0.489
H -1.130 3.948 1.030

Results
Net charge   +2
Kohn-Sham gap   10.092 eV
Highest occupied orbital energy   -0.621 Eh
Electronic energy   -2988.90362 a.u.